# 1
Here is 3 unconnected molecules or ions with the total composition C5H16NO2 at a distorted geometry from the Open Molecules 2025 dataset. Energies are from ωB97M-V/def2-TZVPD.

Structure (XYZ):
```
24
Properties=species:S:1:pos:R:3
C -1.70747 1.88470 -0.06574
C -0.24401 1.42714 -0.34674
C -0.03542 -0.16001 -0.05493
C 1.39335 -0.22549 -0.01655
C -0.67453 -0.93103 -1.21276
N -2.01943 1.60224 1.30285
H -1.62392 2.94426 -0.33155
H -2.35747 1.35273 -0.75316
H 0.51875 2.05976 0.10343
H -0.06099 1.50202 -1.42574
H 1.82631 -0.34018 -1.01221
H 1.77921 -0.86781 0.78201
H -0.35114 -0.51299 -2.16756
H -0.26556 -1.94907 -1.25062
H -1.75090 -1.04676 -1.14058
H -0.59235 -0.29735 0.87875
H -1.53219 2.14111 2.00652
H -2.98679 1.57008 1.56095
H 1.36235 -5.02670 0.41384
H 1.05842 -5.30971 -1.05855
O 0.86783 -4.72151 -0.34778
H 2.09652 1.04693 1.00574
H 3.07965 2.13066 1.46406
O 2.21977 1.72700 1.66633
```

Calculated values
E_tot: -11018.9656 eV
Gap between HOMO and LUMO: 5.66 eV
Energy above the lowest of the compared OMol25 structures with the same formula, charge and spin: 4.915 eV
Total charge: +1
HOMO level: -13.150 eV

These are the natural (NBO) partial charges, in e, on atoms 1 to 2: -0.20 -0.34

# 2
Here is 2 unconnected molecules or ions with the total composition C5H16NO2 at a distorted geometry from the Open Molecules 2025 dataset. Energies are from ωB97M-V/def2-TZVPD.

Structure (XYZ):
```
24
Properties=species:S:1:pos:R:3
C 1.45050 0.25720 1.22334
O 2.06805 1.47348 0.85094
C 0.25157 -0.03383 0.06855
C 0.75770 0.05594 -1.37771
C -0.20642 -0.25722 -2.49740
C -1.50506 0.47115 -2.28762
N -0.59653 -1.30229 0.44677
H 0.97435 0.46466 2.18456
H 2.04304 -0.59996 1.15361
H 3.01175 1.26745 0.73684
H -0.49498 0.82526 0.15762
H 1.22277 1.09872 -1.43476
H 1.65908 -0.54535 -1.44871
H 0.21965 0.12685 -3.45795
H -0.33374 -1.35356 -2.50136
H -2.22171 -0.17812 -1.72893
H -1.46772 1.34749 -1.55815
H -2.02041 0.91534 -3.13492
H -1.38292 -1.30237 -0.21975
H -1.08105 -1.05853 1.35100
H -0.22873 -2.24465 0.48333
H -2.64194 -0.74903 2.91780
H -1.29380 0.21577 3.32570
O -1.66833 -0.48910 2.80878
```

Calculated values
E_tot: -11022.2448 eV
Gap between HOMO and LUMO: 10.97 eV
Energy above the lowest of the compared OMol25 structures with the same formula, charge and spin: 1.636 eV
Total charge: +1
HOMO level: -14.186 eV

These are the natural (NBO) partial charges, in e, on atoms 1 to 2: -0.05 -0.70